{"formula": "C4H12NO2", "method": "ωB97M-V/def2-TZVPD", "relative_energy_kj_mol": 146.9, "total_charge": 1, "orbital_gap_ev": 11.2, "e_tot_ev": -9920.707, "symbols": ["O", "C", "C", "N", "C", "C", "H", "H", "H", "H", "H", "H", "H", "H", "H", "H", "H", "H", "O"], "positions_angstrom": [[-1.407, -1.618, -1.647], [-0.214, -1.473, -1.767], [0.406, -0.204, -1.231], [-0.492, 0.519, -0.296], [-1.019, -0.248, 0.909], [-0.026, -1.195, 1.548], [0.353, -2.158, -2.413], [0.635, 0.473, -2.062], [1.415, -0.436, -0.874], [0.057, 1.345, 0.002], [-1.263, 0.917, -0.833], [-1.301, 0.530, 1.617], [-1.896, -0.736, 0.507], [-0.302, -2.226, 1.289], [0.962, -1.083, 1.111], [-0.093, -1.181, 2.629], [2.103, 2.501, 0.650], [0.940, 3.601, 0.306], [1.143, 2.670, 0.555]]}